This record from OMol25 describes a 2-piece molecular cluster, H3NO2S overall. The level of theory is ωB97M-V/def2-TZVPD.

Last column: Mulliken charge in e.
Element x y z (Å)
N -1.73764 -0.13862 0.11163  -0.475
O 2.17851 -0.46468 0.23653  -0.452
O 0.18336 1.02334 -0.14026  -0.361
S 1.22221 0.31957 -0.85593  0.470
H -2.26066 0.53013 -0.45127  0.234
H -1.88469 0.12308 1.08600  0.231
H 2.29890 -1.39282 0.01329  0.352

Net charge: 0
HOMO energy (alpha / beta): -9.99 / -8.69 eV
E: -605.096507 a.u.



This record from OMol25 describes H3NO2S as an isolated structure. The level of theory is ωB97M-V/def2-TZVPD.

Last column: Mulliken charge in e.
Element x y z (Å)
N 1.59086 -0.47381 0.06203  -0.180
O -2.29559 0.48486 -0.51319  -0.403
O 0.45130 -0.85067 -0.41658  -0.355
S -1.44050 -0.14867 0.70363  0.110
H 1.87076 -0.89961 0.94279  0.243
H 1.81978 0.51133 -0.03782  0.239
H -1.99661 1.37657 -0.74086  0.346

Net charge: 0
HOMO energy (alpha / beta): -8.28 / -8.28 eV
E: -605.063075 a.u.



This record from OMol25 describes a 2-piece molecular cluster, H3NO2S2 overall. The level of theory is ωB97M-V/def2-TZVPD.

Last column: Mulliken charge in e.
Element x y z (Å)
N 0.62573 -0.09305 0.24580  -0.254
O -0.92559 1.52323 -0.49717  -0.351
O 0.37219 -0.37039 1.54596  -0.115
S -1.38363 1.03830 -1.82037  0.197
S -0.20977 -1.91732 1.82392  -0.027
H 1.26187 0.82375 0.29424  0.250
H -0.45838 1.74492 -2.87777  0.141
H 0.71757 -2.74943 1.28538  0.159

Net charge: 0
HOMO energy (alpha / beta): -9.22 / -8.80 eV
E: -1003.186687 a.u.



This record from OMol25 describes an isolated ion of composition H3NO3P and charge -1. The level of theory is ωB97M-V/def2-TZVPD.

Last column: Mulliken charge in e.
Element x y z (Å)
N -0.40351 0.02456 -1.21884  -0.803
P 0.41960 0.19902 0.50013  0.864
O 1.35347 -1.08207 0.24984  -0.739
O 1.17318 1.53308 0.49039  -0.664
O -1.01579 -0.16809 1.13508  -0.449
H -0.61976 -0.95840 -1.15002  0.242
H 0.38455 0.08301 -1.89623  0.244
H -1.29173 0.36889 1.88964  0.304

SMILES: N[P@@](=O)([O-])O
Net charge: -1
HOMO energy: -3.68 eV
E: -623.751405 a.u.



This record from OMol25 describes a 2-piece molecular cluster, H3NO3P overall. The level of theory is ωB97M-V/def2-TZVPD.

Last column: Löwdin spin population.
Element x y z (Å)
N -0.77432 0.41666 0.48428  0.802
O -0.00666 1.01877 1.35095  0.336
O 1.57107 -0.47310 0.24303  0.006
O 0.27765 0.16720 -1.85790  0.048
P 0.24995 -0.80153 -0.42847  0.104
H -1.70891 -0.91070 1.35540  0.698
H 0.94146 0.56780 1.16313  0.004
H -0.55024 0.01490 -2.31043  0.003

Net charge: -1
HOMO energy (alpha / beta): -2.43 / -3.89 eV
E: -623.527307 a.u.
Spin multiplicity: 3



This record from OMol25 describes a 2-piece molecular cluster, H3NO3S2 overall. The level of theory is ωB97M-V/def2-TZVPD.

Last column: Mulliken charge in e.
Element x y z (Å)
N -0.28728 -0.59697 -1.08426  -0.670
O -0.67878 1.97599 -1.03692  -0.531
O -1.63505 0.51288 0.72089  -0.404
O 2.63403 -1.24807 2.37854  -0.283
S 2.06136 0.06807 2.08316  0.282
S -1.47027 0.73721 -0.82175  0.681
H 0.76157 -0.22350 -1.22925  0.280
H -0.36827 -1.07424 -2.02081  0.297
H -1.01732 -0.15136 1.01040  0.349

Net charge: 0
HOMO energy (alpha / beta): -9.54 / -9.51 eV
E: -1078.541432 a.u.



This record from OMol25 describes a 2-piece molecular cluster, H3NO3Si overall. The level of theory is ωB97M-V/def2-TZVPD.

Last column: Mulliken charge in e.
Element x y z (Å)
N 2.63340 0.14914 0.02132  0.816
O 3.03516 -0.81173 0.69727  -0.538
O 3.16856 1.24459 -0.01048  -0.545
O 0.45819 -1.58327 -0.65855  -0.363
Si 0.93708 -0.07201 -0.48479  0.347
H 0.83350 -2.46167 -0.52134  0.374
H 0.26947 0.85640 -1.16745  -0.061
H -1.26803 0.59673 1.54053  -0.029

Net charge: 0
HOMO energy (alpha / beta): -7.90 / -10.87 eV
E: -571.543470 a.u.



This record from OMol25 describes a 2-piece molecular cluster, H3NO4S overall. The level of theory is ωB97M-V/def2-TZVPD.

Last column: Mulliken charge in e.
Element x y z (Å)
N -0.07498 -0.96793 0.36724  -0.148
O 1.70785 -0.62121 -1.09059  -0.517
O 0.93583 -0.52588 1.24808  -0.368
O -1.57314 1.20324 0.03580  -0.303
O -0.99829 1.25469 -1.20749  -0.362
S 0.30905 -0.78038 -1.24710  0.619
H -1.00047 -0.74928 0.78217  0.328
H 1.55176 -0.30673 0.53885  0.388
H -0.85762 1.49348 0.57304  0.362

Net charge: 0
HOMO energy (alpha / beta): -10.06 / -8.56 eV
E: -755.445142 a.u.



This record from OMol25 describes H3NOP2 as an isolated structure. The level of theory is ωB97M-V/def2-TZVPD.

Last column: Mulliken charge in e.
Element x y z (Å)
N -2.21358 -0.26396 0.22952  0.147
O -2.93478 0.62391 0.58006  -0.347
P -0.60778 -0.42554 0.38748  0.113
P 2.05689 0.04698 0.22015  -0.114
H -0.46964 -1.48548 -0.55272  0.066
H 2.10741 1.32974 0.42713  0.053
H 2.06148 0.17435 -1.29162  0.080

Net charge: 0
HOMO energy (alpha / beta): -8.35 / -9.22 eV
E: -814.315628 a.u.



This record from OMol25 describes a 2-piece molecular cluster, H3NP2S overall. The level of theory is ωB97M-V/def2-TZVPD.

Last column: Mulliken charge in e.
Element x y z (Å)
N 0.91700 0.72253 -0.50563  -0.209
P 2.14001 1.27849 -1.47853  0.153
P 0.52524 -0.97106 -0.39118  -0.010
S 1.83396 4.11180 -0.96369  -0.412
H 0.36849 1.40542 0.00298  0.323
H 0.11835 -0.91556 0.94669  0.076
H -0.79813 -0.84047 -0.84984  0.079

Net charge: 0
HOMO energy (alpha / beta): -8.12 / -8.14 eV
E: -1137.308059 a.u.



This record from OMol25 describes a 2-piece molecular cluster, H3NS2 overall. The level of theory is ωB97M-V/def2-TZVPD.

Last column: Mulliken charge in e.
Element x y z (Å)
N -1.43132 -0.12021 -0.16758  -0.291
S -2.95464 -0.20047 -0.07880  0.009
H -1.01473 0.72561 -0.59148  0.278
S 1.92543 -0.50432 -0.10960  -0.211
H 2.51305 -0.25636 1.01271  0.130
H 0.96222 0.35575 -0.06525  0.084

SMILES: N=S.S
Net charge: 0
HOMO energy (alpha / beta): -8.71 / -8.71 eV
E: -852.835658 a.u.



This record from OMol25 describes one molecule with the formula H3O2PS. The level of theory is ωB97M-V/def2-TZVPD.

Last column: Löwdin spin population.
Element x y z (Å)
O -0.77955 -1.62545 -0.56068  0.132
O -1.13795 1.06938 -0.15392  0.257
P -0.35280 -0.44975 0.65816  0.956
S 1.61432 0.02146 -0.11836  0.603
H 0.02005 -1.76484 -1.13879  0.024
H -1.13844 1.84925 0.42584  0.004
H 1.77437 0.89996 0.88774  0.023

Net charge: 0
HOMO energy (alpha / beta): -5.47 / -9.89 eV
E: -891.668078 a.u.
Spin multiplicity: 3



This record from OMol25 describes a 2-piece molecular cluster, H3O3PS overall. The level of theory is ωB97M-V/def2-TZVPD.

Last column: Mulliken charge in e.
Element x y z (Å)
O 2.58708 -1.62012 1.04051  -0.481
P 1.65929 -0.50954 1.40673  0.538
S 2.50931 1.17821 0.09211  -0.015
O 3.53403 0.15175 -0.72388  -0.463
H 3.81508 -0.62821 -0.13302  0.401
O -0.93339 0.72278 -0.16607  -0.619
H -0.55735 1.63519 -0.26269  0.326
H -1.29348 0.34311 -0.98900  0.314

SMILES: O=PSO.O
Net charge: 0
HOMO energy (alpha / beta): -9.06 / -9.06 eV
E: -967.041225 a.u.



This record from OMol25 describes an isolated ion of composition H3O4PSi and charge -2. The level of theory is ωB97M-V/def2-TZVPD.

Last column: Mulliken charge in e.
Element x y z (Å)
O 1.86903 -0.39841 1.09242  -0.760
P 1.51447 0.32196 -0.20927  0.574
O 1.66179 1.85104 -0.20505  -0.740
O 2.19479 -0.30323 -1.39789  -0.720
Si -0.79119 0.27346 -0.07210  0.472
O -1.73580 -1.29523 -0.15111  -0.624
H -1.25482 0.56177 1.25012  -0.198
H -1.91608 0.89391 -0.88990  -0.253
H -1.54218 -1.90527 0.58277  0.250

SMILES: O=P([O-])([O-])[SiH2]O
Net charge: -2
HOMO energy: 0.49 eV
E: -933.674759 a.u.



This record from OMol25 describes H3O5PS as an isolated structure. The level of theory is ωB97M-V/def2-TZVPD.

Last column: Mulliken charge in e.
Element x y z (Å)
O 2.66551 0.76181 -1.41992  -0.486
O 0.94279 1.80361 0.03722  -0.547
O -1.13683 0.59705 1.16954  -0.376
O 0.30205 -0.62153 -0.85919  -0.585
O -1.53461 -1.70715 0.60095  -0.382
P -0.39814 -0.74693 1.03846  0.514
S 1.25276 1.24943 -1.29040  0.813
H -0.51295 1.26438 1.60320  0.387
H 0.73751 -1.43603 -1.12399  0.304
H -2.31810 -1.16466 0.24414  0.358

Net charge: 0
HOMO energy: -10.10 eV
E: -1117.564135 a.u.



This record from OMol25 describes H3OP as an isolated structure. The level of theory is ωB97M-V/def2-TZVPD.

Last column: Mulliken charge in e.
Element x y z (Å)
O 0.38490 -0.00168 0.49724  -0.358
P 1.58208 -0.02950 -0.32344  0.307
H -1.44936 -0.52382 0.34746  -0.137
H 1.57968 1.17663 -1.32490  0.034
H -2.09730 -0.62163 0.80364  0.154

Net charge: 0
HOMO energy: -9.86 eV
E: -418.305928 a.u.



This record from OMol25 describes one molecule with the formula H3OPS. The level of theory is ωB97M-V/def2-TZVPD.

Last column: Mulliken charge in e.
Element x y z (Å)
O 0.37819 -0.00140 -1.09726  -0.561
P -0.41159 0.19474 0.24717  0.360
S -2.34059 -0.03282 0.15682  -0.402
H 0.05294 0.36565 -2.20414  0.433
H -0.04594 1.49250 0.74216  0.078
H 0.18369 -0.63617 1.20584  0.091

SMILES: O[PH2]=S
Net charge: 0
HOMO energy: -8.88 eV
E: -816.554739 a.u.



This record from OMol25 describes a 2-piece molecular cluster, H3OPS overall. The level of theory is ωB97M-V/def2-TZVPD.

Last column: Mulliken charge in e.
Element x y z (Å)
O 1.01311 -1.36622 0.17105  -0.346
P -1.03344 1.40900 -1.16358  -0.070
S 1.81840 -2.31775 0.96384  0.176
H -2.00459 1.68282 -0.20048  0.035
H -1.58374 2.35847 -2.02999  0.050
H 1.79026 -1.76633 2.25916  0.155

Net charge: 0
HOMO energy (alpha / beta): -9.41 / -8.74 eV
E: -816.446106 a.u.



This record from OMol25 describes a 2-piece molecular cluster, H3OS overall. The level of theory is ωB97M-V/def2-TZVPD.

Last column: Mulliken charge in e.
Element x y z (Å)
S 1.26882 -0.21760 -0.99597  -0.893
H 0.82759 -0.62718 -2.29632  -0.019
H -1.46093 0.36197 1.10654  0.285
H -0.04205 0.23995 0.67974  0.230
O -0.59342 0.24286 1.50601  -0.603

Net charge: -1
HOMO energy: -2.81 eV
E: -475.261363 a.u.



This record from OMol25 describes a 2-piece molecular cluster, H3OS overall. The level of theory is ωB97M-V/def2-TZVPD.

Last column: Löwdin spin population.
Element x y z (Å)
S -1.13061 1.03197 -0.84713  0.945
H -2.00022 0.99516 0.17706  0.050
H 0.66271 -0.06208 0.50836  0.001
H 1.13027 -1.20876 -0.33371  0.001
O 1.33786 -0.75629 0.49542  0.002

Net charge: 0
HOMO energy (alpha / beta): -10.69 / -10.25 eV
E: -475.162666 a.u.
Spin multiplicity: 2



What relative energy (zero: lowest compared OMol25 entry of this formula, charge and spin) values result from the calculations? In sequence: 3.1664 4.0761 4.3471 1.5840 0.0000 1.8748 4.6403 3.8060 1.8211 4.0498 2.1446 2.2051 3.6183 0.7687 1.7125 1.5928 0.7511 3.7072 0.1935 0.0337 eV.
What molar mass values result from the calculations? In sequence: 81.10 81.10 113.16 96.00 96.00 129.16 93.11 113.09 94.98 111.05 81.16 98.06 114.06 126.08 146.06 50.00 82.06 82.06 51.09 51.09 g mol⁻¹.
What largest force on an atom values result from the calculations? In sequence: 1.6 2.5 2.9 9.3 1.8 3.9 3.8 4.5 3.9 3.3 2.5 5.4 2.4 2.7 4.3 2.4 6.1 1.4 1.9 0.4 eV/Å.